(1)
This record from OMol25 describes 11 unconnected molecules or ions with the total composition C33H44O33 in a non-equilibrium geometry. The level of theory is the ωB97M-V functional and the def2-TZVPD basis.

Each line ends with the Löwdin charge.
Cartesian coordinates (Å):
C 0.501791 -0.106139 0.512890  -0.094
O 2.977101 -2.938889 0.180950  0.037
C 2.117771 4.661001 0.345660  -0.074
H -0.769169 -0.378339 5.221070  0.140
H -3.642109 2.648151 2.916350  0.121
O -1.207489 -4.729289 -0.779560  0.052
O -4.452119 -1.529079 -1.650830  0.107
H -2.100099 -6.527139 -1.495520  0.152
H -3.172049 3.773501 -0.007030  0.113
H 5.810791 1.056411 0.629580  0.127
O -1.599709 -0.087159 -0.365580  0.156
O 1.772241 -0.494419 3.339770  0.049
H 5.844101 2.789691 0.810810  0.137
C 1.013391 3.814001 0.014600  -0.157
H -0.180169 -1.123229 -1.267450  0.147
O 1.092141 -2.940269 -3.010660  0.049
O -4.151369 -3.071879 -0.130350  0.042
H 1.550491 -0.451359 -4.119310  0.114
H 1.298991 0.621951 0.363070  0.121
O 5.543201 2.246771 -1.121780  0.115
C -1.359039 -6.101969 -0.818640  -0.149
H 3.730951 0.812351 0.750090  0.097
C 5.415191 1.983771 0.215310  -0.118
O 4.565231 -2.439129 1.637420  0.089
O 1.404431 -4.229029 -4.818890  0.136
O 0.014561 0.927731 -3.623480  0.074
H -4.170559 0.081431 -0.376120  0.085
C 3.690231 -3.371309 2.206940  -0.162
O -1.418889 -5.349939 1.306290  0.106
C -3.422049 3.814631 -1.067170  -0.107
H -3.037579 -6.326409 0.645290  0.148
O -0.633639 6.601571 0.975270  0.126
O 0.668211 0.913411 4.584670  0.048
H 0.789541 -0.669769 5.998510  0.134
O -0.480119 0.603921 1.255260  0.082
C 0.984171 0.396801 -4.504030  -0.131
H -5.128239 -2.015729 1.296550  0.131
O 3.449941 1.781261 -0.956680  0.064
H 0.833591 -1.083159 0.864250  0.120
H 1.259581 -2.092349 4.465790  0.129
H 2.257541 1.739231 -5.760140  0.146
H -0.888799 2.932861 2.505980  0.111
C -1.182509 -4.317439 0.539750  -0.488
H -3.433119 -1.658889 1.188490  0.120
H 2.913991 -3.551769 -2.254600  0.128
H 0.107791 0.632861 -1.364750  0.129
O 4.294271 -1.124739 -0.242250  0.171
C 1.620551 0.802441 3.588210  -0.516
O -0.144749 4.481921 0.454710  0.097
O -3.919519 -3.635999 -2.340970  0.105
H -3.817459 1.810571 -1.867650  0.131
H 2.769701 4.595251 -0.525410  0.144
H 2.996261 -2.881409 2.889940  0.119
C -1.425589 2.813861 3.447150  -0.156
O -4.322179 4.842571 -1.359710  0.095
C 0.164491 5.721521 0.672490  -0.648
O -3.173109 4.096511 4.289610  0.115
C 0.233791 2.247831 -3.503630  -0.570
C -2.121579 4.261851 4.996370  -0.573
C 0.310121 -0.360809 5.069640  -0.122
H 2.770511 1.172151 -4.190020  0.107
O 1.403401 5.953941 0.432330  0.128
H -2.514629 3.816701 -1.671060  0.119
H 3.352831 -4.972489 0.843990  0.139
C 0.770161 -1.263099 3.955000  -0.131
O -6.200739 5.185111 -2.435710  0.170
H 1.441121 -4.379699 -1.657330  0.114
C -5.355989 4.441551 -2.068040  -0.613
C -0.261589 -0.175989 -0.734330  -0.098
C 3.954521 -2.022999 0.477140  -0.479
O -5.278059 3.122161 -2.231110  0.086
O 1.377021 2.606431 -3.994600  0.123
H -0.056159 -1.561369 3.309760  0.131
O -1.042499 3.586691 4.524440  0.085
H -1.390939 1.763361 3.735860  0.114
O -0.517389 2.951531 -2.830490  0.107
C -4.306489 2.628851 -1.339110  -0.140
C -2.831049 3.348001 3.117560  -0.084
C -4.319179 -1.853749 0.584310  -0.117
O 0.519101 -2.201179 -5.072030  0.142
C -1.656599 0.586021 0.670460  -0.657
O -2.123719 4.908001 6.057730  0.098
H 4.275861 -4.132479 2.722460  0.145
H 1.042111 2.951101 0.679930  0.117
H 0.579961 0.034181 -5.449130  0.123
C 0.949241 -3.098049 -4.394020  -0.530
C 4.429881 2.113901 -1.784940  -0.617
C 1.914631 1.562451 -4.740700  -0.119
H -5.805139 -0.666329 -0.352750  0.144
C 3.892051 1.823371 0.375950  -0.134
C 1.924671 -3.923619 -2.521200  -0.151
C -4.735469 -0.847089 -0.458720  -0.106
C -4.146089 -2.779849 -1.473570  -0.531
H -1.685469 -7.335579 0.860070  0.142
H 1.937911 -4.184899 1.484470  0.130
H 3.434101 2.600731 0.987590  0.093
H 2.652811 4.414811 1.262840  0.133
H -4.765569 2.165911 -0.465590  0.118
O 4.312151 2.364851 -2.928790  0.182
O -0.750889 -3.192319 0.890980  0.090
C 2.943911 -3.997489 1.109040  -0.142
H 1.204961 -5.729259 -3.396060  0.133
C 1.848581 -4.903459 -3.699200  -0.124
C -1.955999 -6.339169 0.510660  -0.158
O 2.146031 1.704721 2.989500  0.158
H 2.871791 -5.201889 -3.927420  0.139
H 0.912761 3.472161 -1.015510  0.126
H -0.370739 -6.553849 -0.903270  0.137
H -2.824939 3.932271 2.197400  0.115
O -2.609939 1.184301 1.108710  0.145

Atoms 1-3, force components in eV/Å:
C 0.47 0.75 -0.13
O -0.30 0.69 -1.47
C 1.03 2.20 -0.80

Calculated values
ΔE to the lowest compared entry with this formula, charge and spin = 84.8 kcal per mole
lowest unoccupied orbital energy = -0.590 eV
structure (SMILES) = O=C1OCCO1.O=C1OCCO1.O=C1OCCO1.O=C1OCCO1.O=C1OCCO1.O=C1OCCO1.O=C1OCCO1.O=C1OCCO1.O=C1OCCO1.O=C1OCCO1.O=C1OCCO1
energy = -102498.78685 eV
molar mass = 968.68 g mol⁻¹



(2)
This record from OMol25 describes a molecular structure, C33H46BF5N6V in a non-equilibrium geometry. The level of theory is the ωB97M-V functional and the def2-TZVPD basis.

Each line ends with the Mulliken spin population.
Cartesian coordinates (Å):
H -2.452500 -1.409100 -6.188300  0.000
C 3.077800 -1.017400 -3.880400  -0.001
C 3.809500 0.101400 -4.641400  0.000
H -2.205600 -0.194200 -4.939500  0.000
H 0.374400 2.768200 -6.142000  0.000
N 1.412700 -0.248500 -2.052400  0.009
H -0.175900 1.206200 -5.570700  0.000
V -0.108700 0.061800 0.057200  1.055
C 2.477400 1.798700 1.551100  0.006
C -2.448600 -2.695100 -1.824300  0.007
B 0.021900 -0.043000 -2.723100  -0.050
C 3.467000 0.994900 0.713500  -0.001
F 2.195300 -3.257000 2.994900  0.000
H -3.220200 2.585200 2.049100  0.000
N -1.070800 -1.270700 -0.855000  0.002
C -2.137400 2.919300 -4.840300  -0.002
H -1.640600 -4.358800 -3.959600  0.000
H 5.012100 2.447300 1.093800  0.000
C -0.648200 3.393600 1.596000  -0.009
C -1.810200 -1.954700 -2.824700  0.019
H 1.209500 1.996700 -4.794300  0.000
H -2.574100 1.924100 -4.829800  0.000
N -0.973200 -1.102900 -2.200800  0.024
H -0.358200 3.943000 -4.264400  -0.001
C 2.030300 -1.671500 -4.770700  0.000
C -2.122500 -2.246500 -4.258300  0.000
H 1.458300 -0.930500 -5.320700  0.000
H -1.560600 4.403100 -2.100800  0.000
H -2.756700 -0.963500 1.515300  0.002
H -0.203300 2.412200 1.769100  0.003
F -1.246900 0.938000 3.256600  -0.001
H -1.524600 -4.515600 1.926400  0.000
H 0.102400 -0.057600 -3.878700  -0.001
H -3.180200 -3.465900 -1.969700  0.000
C -1.419100 -3.557400 -4.658900  0.001
H 4.597500 0.545300 -4.041500  0.000
H -3.726400 2.313600 0.387900  0.001
H 4.149900 2.707800 -0.418600  0.000
N -0.762400 1.494100 -0.894900  0.010
H -1.772700 -3.856900 -5.640500  0.000
C -0.754600 2.485000 -2.870600  -0.006
H -1.026000 3.780000 2.535900  0.000
C -0.003600 -0.713500 4.373200  -0.008
C -2.335800 -2.941500 0.675000  0.003
C 2.848600 0.348400 -0.489100  0.009
H 4.623500 -0.205900 -1.653900  0.000
C -0.376600 -0.075500 3.191200  -0.027
H 1.358300 -2.291000 -4.184700  0.000
C -1.256900 2.740600 -0.709500  0.007
H -2.771200 3.573300 -4.248300  0.000
H 0.112800 4.077900 1.229000  0.000
C 0.097700 -0.464100 1.940000  -0.036
H 3.116000 0.884200 -4.937400  0.000
C -2.874100 2.300700 1.062100  -0.018
C -1.958800 -2.258500 -0.606400  0.005
C 2.632200 -0.495000 -2.556800  0.012
H 4.260100 -0.318500 -5.535000  0.000
C 3.560600 -0.131200 -1.572700  0.003
C 1.370400 -2.225500 3.088000  0.005
C -2.660500 -2.001500 1.843500  0.002
N -0.482100 1.341400 -2.222900  0.003
H -2.214300 4.244900 0.400200  0.000
H -3.604800 -2.289100 2.293300  0.000
H -0.342800 -3.420600 -4.706100  0.000
H 1.929700 2.489800 0.907300  -0.003
H -1.899600 -2.068500 2.616700  0.000
C 0.237900 2.157200 -5.253300  0.000
F 1.430100 -1.965900 0.726100  -0.003
H 5.366500 1.432900 -0.291400  0.000
C 0.892200 -1.787600 4.328500  -0.010
H 3.930800 0.222900 1.338500  0.000
H -3.238100 -3.516500 0.438400  0.000
C 0.962500 -1.551900 1.944300  -0.005
H 1.789700 1.157900 2.104900  -0.005
N 1.536700 0.225000 -0.785200  -0.015
H 3.032100 2.388500 2.276000  0.000
H -3.199500 -2.463600 -4.255000  0.002
H 2.528800 -2.301700 -5.501900  0.000
H 3.829500 -1.776200 -3.628600  -0.001
C -1.252200 -3.976200 1.022800  0.000
C 4.572400 1.949300 0.235500  -0.001
H -1.155700 -4.704300 0.219500  0.000
F 1.269100 -2.382500 5.439600  -0.002
H -0.282100 -3.510500 1.172000  0.000
C -0.693100 2.898200 -4.303200  0.000
H -2.470900 1.279900 1.104200  0.012
H -0.831700 -1.121400 -5.588500  0.000
C -1.248000 3.394500 -1.918200  -0.004
C -1.876600 -1.164300 -5.300100  0.001
H -2.128400 3.284900 -5.862600  0.000
F -0.500900 -0.309400 5.529000  0.000
C -1.782000 3.257200 0.584700  0.008

Atoms 1-3, force components in eV/Å:
H -0.02 0.03 -0.10
C -0.06 0.04 -0.48
C 0.02 -0.18 0.11

Calculated values
ΔE to the lowest compared entry with this formula, charge and spin = 13.3 kcal per mole
net charge = +2
lowest unoccupied orbital energy (spin up / spin down) = -8.416 / -7.706 eV
spin multiplicity = 2
energy = -83845.95783 eV
molar mass = 683.52 g mol⁻¹